(1)
98
Properties=species:S:1:pos:R:3:forces:R:3 method="wB97M-V/def2-TZVPD" homo_ev=-2.98 orbital_gap_ev=6.963 molar_mass_g_mol=922.57 total_energy_ev=-155800.2869 relative_energy_kcal_mol=43.5 charge=-2 largest_force_ev_per_a=0.8
Mg -1.4027 -0.3978 -0.2995 -0.616 -0.439 0.092
C -3.4489 4.7499 5.2680 -0.011 0.002 0.001
C -2.5497 4.5352 4.0785 0.037 0.039 0.030
C -2.2764 3.2603 3.6066 0.018 -0.052 -0.019
C -1.4358 3.0620 2.5167 -0.075 0.013 0.011
C -0.8726 4.1483 1.8748 0.082 0.097 0.184
C -1.1422 5.4358 2.3310 -0.053 -0.066 -0.024
C -1.9673 5.6219 3.4257 -0.005 0.004 0.023
S 0.3144 3.9395 0.5503 0.132 -0.094 -0.289
O 1.5914 3.8661 1.2417 0.026 0.062 0.060
O 0.1078 5.1171 -0.2809 0.069 0.041 0.014
N 0.0538 2.5812 -0.1775 -0.323 0.211 0.096
C -1.0207 2.6081 -1.1662 0.067 -0.014 0.172
C -2.4112 2.2468 -0.6054 0.237 0.061 0.067
O -3.3901 2.8957 -0.9424 -0.103 -0.019 0.075
O -2.4194 1.2222 0.1912 0.463 0.075 -0.230
H -3.9228 3.8164 5.5725 -0.001 -0.001 0.000
H -4.2384 5.4699 5.0422 -0.003 -0.001 -0.003
H -2.8896 5.1366 6.1241 0.005 -0.001 -0.003
H -2.7344 2.4015 4.0852 -0.014 -0.001 -0.007
H -1.2579 2.0678 2.1351 0.006 -0.029 -0.049
H -0.7073 6.2770 1.8082 0.019 0.000 -0.004
H -2.1662 6.6278 3.7832 -0.032 0.003 -0.020
H -0.7920 1.8306 -1.9195 0.035 0.033 -0.046
H -1.0697 3.5612 -1.6943 -0.103 -0.026 -0.043
C 4.7437 -2.7101 -1.8884 -0.006 0.002 0.001
C 4.4297 -1.7562 -2.8420 0.009 -0.006 0.010
C 3.5430 -0.7265 -2.5454 0.021 0.062 -0.040
C 2.9426 -0.6141 -1.2920 -0.205 -0.090 -0.084
C 3.2721 -1.5940 -0.3478 -0.015 -0.005 0.078
C 4.1576 -2.6201 -0.6325 -0.013 -0.027 -0.033
P 1.6277 0.6806 -0.8350 0.512 -0.399 -0.026
C 2.3756 0.9840 0.8102 -0.084 0.173 0.007
C 3.7238 1.2773 0.9936 0.010 0.016 -0.004
C 4.2420 1.4482 2.2667 0.003 -0.014 0.004
C 3.4218 1.3013 3.3785 -0.011 0.004 -0.001
C 2.0857 0.9750 3.2079 0.034 -0.020 0.008
C 1.5715 0.8215 1.9292 -0.045 -0.019 0.020
C 2.1916 1.9893 -1.9838 -0.187 0.137 0.029
C 2.9040 3.1246 -1.6074 0.030 -0.014 0.013
C 3.2250 4.0923 -2.5460 0.036 0.002 -0.017
C 2.8249 3.9562 -3.8692 0.000 -0.014 0.020
C 2.0847 2.8465 -4.2462 0.023 -0.004 -0.008
C 1.7688 1.8734 -3.3070 -0.008 -0.017 -0.026
H 5.4319 -3.5146 -2.1185 -0.001 -0.003 0.000
H 4.8775 -1.8044 -3.8281 -0.004 -0.001 -0.002
H 3.3401 0.0099 -3.3115 -0.022 -0.001 0.004
H 2.8435 -1.5443 0.6470 -0.026 -0.013 -0.019
H 4.3829 -3.3575 0.1289 -0.002 0.001 0.007
H 4.3767 1.3615 0.1327 -0.003 0.012 -0.002
H 5.2910 1.6900 2.3925 -0.004 0.011 0.003
H 3.8259 1.4403 4.3744 0.000 -0.004 0.001
H 1.4363 0.8489 4.0654 0.002 0.002 0.002
H 0.5235 0.5786 1.8019 -0.027 0.061 -0.024
H 3.1513 3.2861 -0.5674 -0.008 0.000 0.020
H 3.7703 4.9738 -2.2313 -0.027 0.014 0.003
H 3.0674 4.7237 -4.5945 -0.010 0.005 -0.002
H 1.7352 2.7410 -5.2663 0.003 -0.002 -0.002
H 1.1746 1.0160 -3.6068 -0.026 0.010 0.007
Cl -3.2729 -1.2131 1.8998 -0.104 -0.060 -0.259
C -4.1031 -1.5435 0.3633 0.118 0.067 0.235
C -3.4654 -1.1756 -0.8075 -0.034 -0.020 -0.004
C -4.2357 -1.3307 -1.9426 -0.003 0.062 -0.204
Cl -3.5654 -0.8102 -3.4889 -0.060 -0.053 0.139
C -5.5171 -1.8757 -1.9502 -0.064 -0.015 -0.078
Cl -6.4216 -2.0613 -3.4205 0.035 0.014 0.044
C -6.0788 -2.2960 -0.7484 -0.042 -0.032 0.011
Cl -7.6571 -3.0119 -0.7159 0.042 0.016 -0.006
C -5.3635 -2.1222 0.4326 -0.043 -0.030 0.104
Cl -6.0501 -2.6337 1.9425 0.006 0.034 -0.065
C 0.9726 -4.8435 1.1332 0.062 -0.017 -0.051
Si -0.3419 -3.4723 1.2259 -0.056 -0.039 0.067
C -1.9621 -4.4013 1.5019 -0.061 -0.042 -0.003
C 0.0954 -2.5571 2.8156 0.015 0.061 0.059
C -0.3279 -2.3542 -0.2147 0.176 0.486 -0.033
Si -0.4018 -3.0787 -1.8991 -0.032 0.054 -0.050
C -1.9843 -4.0225 -2.2768 -0.094 -0.055 0.029
C -0.1725 -1.7424 -3.2187 -0.017 0.066 0.034
C 0.9635 -4.3218 -2.3134 0.073 -0.029 0.013
H 1.2088 -5.2172 2.1346 -0.011 -0.028 0.000
H 1.8959 -4.4768 0.6768 0.024 0.016 0.023
H 0.6284 -5.6892 0.5319 -0.006 -0.002 -0.007
H -1.7708 -5.3521 2.0091 -0.001 -0.001 0.010
H -2.4556 -4.6214 0.5527 0.006 -0.017 -0.001
H -2.6680 -3.8301 2.1047 0.009 -0.003 0.007
H 0.1301 -3.2467 3.6648 -0.003 0.006 0.009
H -0.6260 -1.7704 3.0482 -0.011 0.005 -0.007
H 1.0787 -2.0844 2.7282 0.007 -0.004 0.004
H 0.6755 -1.8968 -0.1779 0.093 -0.135 0.020
H -2.8800 -3.4140 -2.1573 0.026 -0.034 -0.004
H -2.0841 -4.8903 -1.6190 0.028 -0.025 -0.022
H -1.9528 -4.3888 -3.3074 -0.012 0.000 -0.009
H -0.7776 -0.8487 -3.0428 0.001 -0.015 -0.026
H -0.4451 -2.1208 -4.2084 0.011 -0.001 -0.002
H 0.8769 -1.4388 -3.2440 0.055 -0.002 -0.010
H 0.8506 -5.2573 -1.7609 -0.011 -0.005 0.000
H 1.9486 -3.9134 -2.0791 0.069 0.031 -0.002
H 0.9403 -4.5544 -3.3833 0.000 -0.008 -0.001


(2)
103
Properties=species:S:1:pos:R:3:forces:R:3 method="wB97M-V/def2-TZVPD" multiplicity=4 homo_ev="-13.56 / -13.47" s_squared=3.801 orbital_gap_ev="7.624 / 5.952" molar_mass_g_mol=1211.35 total_energy_ev=-317818.2758 charge=+2 largest_force_ev_per_a=0.5
Mn -0.0048 0.3447 0.5678 -0.146 0.480 -0.049
Se -3.6340 -3.9094 5.6414 0.040 0.052 -0.064
N -2.5655 -4.3021 4.2790 0.033 0.076 -0.034
C -2.2377 -3.1703 3.7093 0.016 -0.108 -0.015
C -1.3581 -3.0781 2.5464 -0.037 -0.060 0.081
C -0.7501 -4.1723 1.9306 0.000 0.016 -0.021
C 0.0730 -3.9572 0.8425 -0.016 0.037 0.015
C 0.2740 -2.6580 0.3920 0.005 -0.026 -0.003
N -0.2998 -1.6107 0.9707 -0.023 -0.165 0.050
C -1.1006 -1.8137 2.0319 0.013 0.062 -0.013
C -1.6695 -0.6135 2.6205 0.034 0.000 -0.031
N -1.3183 0.5493 2.0307 0.273 0.058 0.154
C -1.7766 1.6938 2.5320 -0.064 -0.013 0.046
C -2.6138 1.7213 3.6447 0.029 -0.040 -0.057
C -2.9724 0.5389 4.2545 0.020 0.003 -0.022
C -2.4930 -0.6664 3.7328 -0.079 -0.049 0.062
C -2.7947 -1.9817 4.2944 -0.068 0.060 0.068
N -3.5684 -2.1617 5.3345 0.056 0.017 -0.068
H -0.9312 -5.1664 2.3173 0.004 -0.011 0.000
H 0.5660 -4.7795 0.3443 0.004 -0.008 -0.002
H 0.9216 -2.4448 -0.4511 -0.018 -0.006 0.008
H -1.4628 2.6013 2.0358 0.031 -0.019 0.031
H -2.9600 2.6740 4.0174 -0.003 0.009 0.007
H -3.6069 0.5211 5.1304 -0.025 0.005 0.009
Se 0.3177 2.7139 -0.2086 -0.022 -0.053 0.024
P -1.5686 2.3612 -1.2184 -0.124 -0.078 0.088
Se -1.7140 0.1717 -1.1580 0.058 -0.084 -0.185
C -2.9484 3.0875 -0.3151 -0.029 0.025 -0.006
C -4.1221 2.3791 -0.0768 0.028 -0.003 0.000
C -5.1844 3.0073 0.5585 0.012 -0.013 0.003
C -5.0752 4.3331 0.9490 0.002 0.005 0.005
C -3.9017 5.0399 0.7134 -0.010 -0.002 0.014
C -2.8371 4.4214 0.0816 0.035 -0.041 0.030
C -1.6463 3.0096 -2.8888 0.118 0.004 -0.012
C -2.4425 2.3880 -3.8468 -0.044 0.016 0.021
C -2.5402 2.9417 -5.1132 0.005 -0.010 0.012
C -1.8487 4.1076 -5.4174 0.003 -0.001 0.004
C -1.0547 4.7245 -4.4601 -0.013 -0.015 -0.008
C -0.9477 4.1749 -3.1919 0.036 -0.032 -0.020
H -4.2064 1.3430 -0.3786 -0.013 -0.001 -0.010
H -6.0984 2.4605 0.7445 -0.020 -0.013 -0.005
H -5.9076 4.8213 1.4366 -0.016 0.010 0.019
H -3.8183 6.0725 1.0224 0.003 0.021 -0.001
H -1.9174 4.9698 -0.0857 -0.002 0.013 -0.024
H -2.9828 1.4786 -3.6086 -0.006 0.005 -0.001
H -3.1617 2.4696 -5.8613 -0.008 -0.017 -0.017
H -1.9297 4.5378 -6.4061 -0.009 0.009 -0.017
H -0.5200 5.6323 -4.7014 0.018 0.024 -0.002
H -0.3127 4.6441 -2.4496 0.003 0.010 0.011
F 2.6217 1.4500 4.5268 0.090 -0.002 0.021
C 1.8103 1.1201 3.5397 -0.066 0.018 -0.112
F 0.9157 0.2322 4.0084 -0.059 -0.031 0.004
F 1.1288 2.2125 3.1766 -0.105 0.002 -0.027
C 2.5381 0.5156 2.2963 0.057 -0.058 0.018
O 1.6790 0.3654 1.2519 -0.099 -0.153 -0.075
C 3.1144 -0.8870 2.6716 0.005 0.105 0.185
F 3.9642 -1.3266 1.7403 0.028 -0.030 -0.099
F 3.7424 -0.8740 3.8413 0.013 -0.034 -0.036
F 2.1158 -1.7793 2.7379 -0.037 -0.037 0.030
C 3.6714 1.4794 1.8339 -0.024 0.081 0.220
F 4.6110 1.6311 2.7603 0.016 -0.028 -0.070
F 4.2475 1.0265 0.7172 0.014 0.212 0.121
F 3.1451 2.6747 1.5487 0.058 0.027 0.023
C 3.2768 0.7829 -5.4584 0.029 0.044 0.039
C 2.3571 0.9339 -4.2518 -0.024 -0.070 0.098
C 2.9127 1.9651 -3.2752 -0.057 0.039 0.009
C 0.9454 1.3125 -4.6816 -0.039 0.014 -0.036
Sb 2.1304 -0.9699 -3.1601 0.128 -0.071 -0.138
C 4.0604 -1.7878 -2.4199 -0.163 0.059 0.012
C 4.6573 -0.7149 -1.5191 -0.081 -0.062 -0.016
C 4.9300 -2.0768 -3.6355 0.026 -0.065 0.016
C 3.7983 -3.0485 -1.6071 -0.003 0.044 0.060
C 0.8913 -2.3986 -4.3241 0.139 0.122 0.105
C -0.5685 -2.0016 -4.1460 -0.022 -0.027 0.011
C 1.3169 -2.3070 -5.7852 -0.061 -0.027 -0.037
C 1.1203 -3.8041 -3.7864 -0.017 -0.029 0.000
H 3.2671 1.7380 -5.9933 0.005 0.007 -0.009
H 2.9539 0.0184 -6.1602 -0.049 -0.072 -0.034
H 4.3099 0.5889 -5.1771 0.034 -0.019 0.041
H 2.9065 2.9388 -3.7743 -0.008 0.007 -0.011
H 3.9427 1.7568 -2.9949 0.021 -0.008 0.023
H 2.3071 2.0563 -2.3710 0.018 -0.004 -0.024
H 0.9649 2.3212 -5.1048 0.010 0.011 -0.003
H 0.2491 1.3259 -3.8421 -0.019 0.016 0.011
H 0.5561 0.6462 -5.4511 -0.024 -0.010 -0.008
H 4.9407 0.1815 -2.0659 0.020 0.035 -0.038
H 5.5645 -1.1157 -1.0580 0.023 -0.016 -0.009
H 3.9817 -0.4327 -0.7107 0.056 -0.162 -0.219
H 5.1887 -1.1744 -4.1848 -0.010 0.040 -0.045
H 4.4773 -2.7952 -4.3209 -0.016 -0.018 -0.013
H 5.8671 -2.5184 -3.2814 0.012 -0.002 0.002
H 3.1588 -2.8534 -0.7439 0.008 0.011 0.010
H 4.7580 -3.3985 -1.2162 0.013 0.007 0.007
H 3.3755 -3.8578 -2.1929 -0.062 -0.079 -0.081
H -0.7769 -0.9839 -4.4726 0.003 0.049 -0.003
H -0.8932 -2.1005 -3.1096 0.000 -0.004 0.006
H -1.1805 -2.6768 -4.7514 -0.002 -0.004 -0.008
H 1.0680 -1.3440 -6.2277 0.033 0.031 -0.019
H 0.7638 -3.0687 -6.3441 -0.004 -0.006 -0.007
H 2.3785 -2.5071 -5.9349 0.025 0.003 0.010
H 0.9486 -3.8779 -2.7106 0.000 0.000 0.001
H 2.1167 -4.1766 -4.0169 0.077 -0.009 0.034
H 0.4062 -4.4740 -4.2748 0.006 0.002 -0.008